[1]
Molecular formula: C3H2ClFO3
Method: DFT, the ωB97M-V functional and the def2-TZVPD basis

The geometry in XYZ format:
```
10
Properties=species:S:1:pos:R:3:forces:R:3:lowdin_charge:R:1
O 1.288806 0.639828 -0.961267 0.946 1.024 0.097 0.19
C 0.718515 -0.354914 -1.170048 -0.814 -0.726 -1.584 -0.54
F 0.895482 -1.066206 -2.323817 0.174 0.341 0.582 0.07
C -0.286309 -0.981844 -0.293936 -0.698 0.497 1.373 -0.52
Cl -1.802161 -1.461724 -1.054766 0.117 -0.775 -0.510 0.63
H 0.272656 -1.743526 0.276428 -0.812 -0.126 -0.185 0.12
H -0.687801 -0.216688 0.381291 0.920 -0.468 -0.046 0.04
O -0.757116 2.642011 1.434849 -0.880 2.152 -0.991 0.25
C -0.085313 1.758394 1.675962 0.494 -2.366 1.496 -0.44
O 0.443242 0.784669 2.035303 0.553 0.448 -0.232 0.18
```
Positions in Å, forces in eV/Å.

- LUMO level: 0.377 eV
- Relative energy (zero: lowest compared OMol25 entry of this formula, charge and spin): 0.00 kcal per mole
- HOMO level: -11.427 eV
- Net charge: 0
- SMILES: O=C(F)CCl.O=C=O
- Orbital gap: 11.8040 eV



[2]
Molecular formula: C50H74BrF6N7O6P
Method: DFT, the ωB97M-V functional and the def2-TZVPD basis

The geometry in XYZ format:
```
145
Properties=species:S:1:pos:R:3:forces:R:3:lowdin_charge:R:1
C -0.055374 5.491976 -3.510223 -0.161 -0.100 0.125 0.20
C -0.940326 5.124305 -2.797869 0.362 -0.387 0.100 -0.11
N -1.879966 4.505471 -1.998297 -0.239 0.308 -0.496 0.05
C -2.998549 4.058317 -2.612419 -1.016 -0.308 -0.208 -0.15
C -3.248026 4.204420 -4.083652 0.418 0.221 -0.339 -0.09
C -2.293762 3.365546 -4.975333 -0.342 0.068 0.257 -0.16
C -1.997892 1.967213 -4.423691 0.257 -0.297 -0.569 -0.18
C -2.983699 0.866677 -4.850712 0.470 -0.236 0.322 -0.16
C -3.117125 0.708119 -6.366754 -0.541 0.806 0.581 -0.24
O -1.861016 0.706874 -6.989050 -0.422 -0.288 -0.528 -0.14
C -1.396611 -0.571084 -7.401356 1.214 -0.006 -0.236 -0.27
C -0.573311 -0.470304 -8.682404 -0.590 -0.034 -0.065 -0.07
C -3.940670 3.395757 -1.840132 0.499 0.134 0.316 0.09
C -3.729389 3.188195 -0.489580 0.218 -0.436 -0.072 0.00
C -4.843407 2.391306 0.179652 0.559 0.943 -0.202 -0.40
O -5.746269 2.912325 0.727849 -0.342 -0.349 0.249 0.21
O -4.753695 1.047184 -0.131657 -0.243 -0.068 0.158 0.13
C -5.163327 0.140532 0.807766 0.102 -0.331 0.508 -0.33
O -5.133057 0.309383 1.978594 0.034 0.335 0.061 0.23
C -5.609728 -1.223786 0.226659 0.505 0.674 -0.949 -0.38
F -5.629948 -2.116780 1.200069 -0.122 -0.300 0.429 0.20
F -6.844584 -1.052957 -0.267987 -0.325 0.092 -0.067 0.18
C -4.718598 -1.777433 -0.914632 -0.261 -0.862 0.010 -0.36
F -5.412937 -2.767008 -1.501537 -0.064 -0.182 0.037 0.18
F -4.475124 -0.857231 -1.848511 -0.001 0.462 -0.105 0.17
C -3.361037 -2.381541 -0.462393 0.958 -0.029 -0.072 -0.37
F -3.492669 -3.602916 0.053029 -0.469 -0.103 0.308 0.18
F -2.622029 -2.508779 -1.580971 0.068 0.071 -0.263 0.15
C -2.582651 -1.452870 0.489575 0.291 0.231 0.654 -0.44
O -2.005117 -0.490700 0.080974 -0.184 0.214 -0.385 0.16
O -2.663548 -1.786656 1.785004 -0.904 -0.221 -0.486 0.15
C -2.565439 3.695595 0.150151 -0.443 0.233 -0.419 -0.17
C -2.328886 3.518172 1.628408 -0.043 -0.999 0.092 -0.63
Br -3.699598 4.477875 2.665319 0.128 -0.010 -0.484 0.86
C -2.222122 2.017190 2.032016 0.332 0.638 0.890 -0.25
C -0.767709 1.630000 2.391800 -0.319 0.189 -0.385 -0.08
C -1.644497 4.368258 -0.650974 0.469 0.128 0.483 -0.20
P -0.090588 5.004295 0.170403 0.118 0.085 0.821 1.05
C 1.167637 3.772949 -0.422018 -0.518 0.530 0.057 -0.23
C 0.302407 6.688791 -0.505773 0.918 -0.145 -1.195 -0.39
C 1.708182 6.701507 -1.163003 -0.328 -0.375 0.181 -0.16
H 0.778898 5.778292 -4.107948 -0.127 0.138 -0.126 0.08
H -4.273290 3.903614 -4.292316 -0.048 -0.059 0.281 0.12
H -3.188375 5.259185 -4.371473 0.105 -0.014 0.075 0.14
H -2.778482 3.280748 -5.948026 0.034 0.014 -0.003 0.11
H -1.387194 3.933036 -5.158356 0.127 -0.124 0.112 0.09
H -1.914193 1.935785 -3.332607 0.035 0.174 0.004 0.10
H -1.018337 1.673225 -4.806718 -0.025 -0.016 0.059 0.12
H -3.955006 0.998108 -4.362763 -0.142 0.021 -0.227 0.11
H -2.577928 -0.073800 -4.461012 -0.096 0.027 0.097 0.11
H -3.683420 1.560741 -6.763905 0.049 -0.089 -0.099 0.12
H -3.721575 -0.179030 -6.569235 0.189 -0.126 -0.194 0.12
H -0.716754 -0.939238 -6.624452 -0.259 -0.282 0.091 0.09
H -2.203673 -1.283224 -7.586483 -0.218 0.125 0.298 0.12
H -0.162909 -1.458946 -8.894396 0.233 0.084 0.062 0.08
H -1.209810 -0.221306 -9.534872 0.010 0.158 0.073 0.07
H 0.220577 0.268493 -8.605734 0.088 -0.083 0.086 0.08
H -4.828967 3.028651 -2.331314 -0.033 -0.061 0.016 0.15
H -2.661604 -0.971967 2.307051 0.495 0.042 0.196 0.13
H -1.401237 3.968559 1.950119 -0.126 0.357 -0.179 0.01
H -2.800435 1.923149 2.949911 -0.249 -0.246 -0.155 0.09
H -2.604356 1.364009 1.253549 -0.133 -0.025 0.047 0.07
H -0.249800 2.479556 2.833665 0.034 -0.008 0.016 0.05
H -0.754223 0.855410 3.158317 0.026 -0.149 -0.170 0.08
H -0.229501 1.288960 1.507053 0.107 -0.090 0.086 0.06
H 2.083574 4.017111 0.113548 0.107 0.004 -0.168 0.05
H 1.318179 3.760992 -1.498072 0.124 -0.160 0.006 0.04
H 0.844573 2.802977 -0.044170 -0.037 -0.049 -0.151 0.03
H 0.342263 7.422847 0.295401 -0.399 -0.260 0.298 0.07
H -0.421138 7.025397 -1.249066 -0.134 0.016 0.198 0.06
H 1.967489 7.690380 -1.534146 0.030 0.070 0.145 0.08
H 1.770171 6.002937 -1.996360 -0.018 0.074 0.026 0.03
H 2.450046 6.362189 -0.439905 0.141 0.270 -0.011 0.07
C 0.296175 -2.755906 1.193223 0.036 -0.066 0.005 -0.10
C 1.436722 -3.681988 0.789499 -0.208 0.122 -0.022 -0.24
C 2.784399 -3.212911 1.341014 -0.108 0.007 -0.039 -0.19
C 3.122200 -1.879604 0.828012 0.125 -0.198 0.110 -0.25
N 3.388789 -0.838610 0.420947 -0.003 0.045 -0.023 0.15
H 0.433924 -1.751309 0.788003 0.038 0.006 0.009 0.07
H -0.650211 -3.140410 0.814246 -0.009 -0.098 -0.004 0.06
H 0.220090 -2.679985 2.280177 -0.018 0.017 -0.003 0.07
H 1.488820 -3.747431 -0.298338 0.098 -0.060 0.029 0.08
H 1.237247 -4.689133 1.159565 0.103 -0.014 0.009 0.11
H 3.572513 -3.903261 1.046808 0.044 0.034 -0.015 0.09
H 2.755274 -3.171288 2.431870 -0.005 0.115 -0.002 0.08
C 7.644884 -4.491919 0.169370 -0.116 -0.044 -0.153 -0.11
C 7.565164 -3.876721 -1.224005 0.135 -0.207 0.179 -0.25
C 6.267912 -3.096849 -1.463182 0.082 -0.192 -0.046 -0.18
C 5.094536 -3.967148 -1.325384 0.089 0.251 -0.001 -0.22
N 4.183434 -4.652029 -1.188357 -0.085 -0.068 -0.099 0.16
H 6.853398 -5.228844 0.324375 -0.015 0.010 -0.044 0.07
H 8.597452 -5.003933 0.300845 0.007 0.030 0.053 0.08
H 7.564957 -3.736254 0.948441 0.014 -0.117 -0.139 0.02
H 7.658904 -4.664791 -1.974266 -0.023 0.073 -0.072 0.11
H 8.407142 -3.197197 -1.367594 -0.061 0.052 -0.058 0.11
H 6.259983 -2.663729 -2.463826 -0.079 0.038 0.006 0.12
H 6.172372 -2.281337 -0.744106 -0.070 0.011 0.008 0.11
C 0.340863 -3.282042 -3.246280 -0.045 -0.020 -0.005 -0.10
C 0.371728 -3.993393 -4.595205 -0.080 0.048 0.213 -0.25
C 1.679366 -3.764483 -5.362683 -0.189 0.142 0.046 -0.18
C 1.878777 -2.336202 -5.642230 0.114 -0.228 -0.061 -0.24
N 2.020159 -1.219056 -5.864539 -0.071 0.091 0.021 0.15
H 0.409078 -2.199175 -3.364595 0.049 0.010 -0.012 0.07
H -0.591264 -3.496590 -2.723110 0.028 -0.021 -0.006 0.06
H 1.165935 -3.607668 -2.610093 0.036 0.003 -0.027 0.06
H -0.470003 -3.653943 -5.202883 0.028 -0.033 -0.063 0.11
H 0.242298 -5.065637 -4.440823 0.052 -0.014 -0.080 0.11
H 1.664756 -4.301737 -6.311058 0.061 0.021 -0.025 0.12
H 2.530609 -4.126615 -4.784871 0.030 0.013 0.013 0.12
C -3.147510 3.613647 8.275091 0.012 0.026 0.001 -0.11
C -3.173638 4.924854 7.497442 0.007 -0.133 0.210 -0.26
C -3.230308 4.717633 5.979004 0.232 0.008 0.328 -0.24
C -2.049861 3.978655 5.509795 -0.231 0.124 0.008 -0.26
N -1.115369 3.400187 5.177936 0.024 -0.028 -0.085 0.18
H -2.256758 3.028618 8.041410 -0.015 -0.002 -0.041 0.07
H -3.139290 3.806641 9.347285 -0.026 -0.009 -0.001 0.07
H -4.025371 3.005157 8.048802 0.005 -0.008 0.008 0.08
H -2.290720 5.513942 7.751776 -0.016 0.046 -0.062 0.11
H -4.044822 5.507656 7.800458 -0.001 0.044 -0.094 0.11
H -3.263026 5.677978 5.465264 0.015 -0.025 -0.077 0.10
H -4.123900 4.156506 5.703381 0.015 -0.037 -0.039 0.10
C 5.017467 -1.699700 4.010788 0.036 0.008 0.084 -0.11
C 6.062507 -0.598346 4.141222 -0.173 -0.106 0.060 -0.25
C 7.040405 -0.557451 2.960381 -0.013 -0.145 0.229 -0.18
C 7.782001 -1.820936 2.853534 0.037 0.222 -0.103 -0.22
N 8.357065 -2.811285 2.767681 0.027 0.147 0.251 0.16
H 5.480445 -2.688559 3.997257 0.033 0.010 -0.041 0.08
H 4.324519 -1.675092 4.851427 -0.024 0.007 -0.060 0.06
H 4.438840 -1.577169 3.094699 -0.008 0.028 0.016 0.04
H 6.620452 -0.736708 5.069222 0.057 0.056 -0.028 0.11
H 5.560815 0.368363 4.210241 0.072 0.037 -0.042 0.11
H 7.758854 0.252337 3.089120 0.044 -0.015 -0.062 0.12
H 6.504274 -0.387211 2.024635 -0.005 -0.028 -0.018 0.11
C -1.282360 -4.891636 5.527528 -0.002 -0.024 -0.032 -0.11
C -0.110364 -5.789578 5.147297 -0.224 0.050 0.010 -0.26
C 1.227071 -5.298908 5.714354 -0.152 0.061 -0.206 -0.18
C 1.547972 -3.958564 5.207758 0.144 -0.181 0.178 -0.21
N 1.800930 -2.913054 4.806655 -0.075 0.039 -0.101 0.17
H -1.160778 -3.884934 5.123865 0.041 0.009 0.030 0.06
H -2.214449 -5.293146 5.130349 -0.003 -0.007 0.027 0.07
H -1.382891 -4.814714 6.611693 -0.008 0.014 -0.006 0.08
H -0.042461 -5.853656 4.059314 0.073 -0.036 0.006 0.11
H -0.294236 -6.799734 5.515777 0.096 -0.013 0.000 0.11
H 2.033096 -5.975747 5.430638 0.059 0.040 0.031 0.12
H 1.191011 -5.257720 6.803682 0.022 0.033 0.013 0.12
```
Positions in Å, forces in eV/Å.

- LUMO level: -4.382 eV
- HOMO level: -11.434 eV
- Net charge: +1
- Orbital gap: 7.0516 eV



[3]
Molecular formula: C11H27N2O6
Method: DFT, the ωB97M-V functional and the def2-TZVPD basis

The geometry in XYZ format:
```
46
Properties=species:S:1:pos:R:3:forces:R:3:lowdin_charge:R:1
O 1.285352 -1.013110 -1.182966 -0.381 -0.139 -0.445 0.00
C 1.567408 -0.011888 -2.100162 1.501 2.370 -2.269 -0.83
O 2.744552 0.406982 -2.207532 -0.344 -0.952 1.381 -0.06
O 0.631427 0.410653 -2.828677 -0.843 -0.944 0.749 -0.08
H 0.460755 -1.335186 -1.594491 -0.161 -0.270 0.693 0.06
C -5.933451 2.893176 2.104116 0.173 -0.478 0.384 -0.13
O -5.028299 2.067984 1.408030 0.322 0.224 0.172 -0.19
C -4.558449 2.662858 0.221204 -0.040 -0.185 -0.575 -0.24
C -3.338540 1.975947 -0.374722 0.168 0.530 -1.305 -0.23
N -3.442473 0.539807 -0.521943 -0.595 -0.325 1.414 -0.07
C -2.300812 -0.074072 -1.197150 -0.720 0.882 -0.702 -0.21
C -2.345798 -1.571096 -1.218224 0.683 -1.278 1.042 -0.21
O -1.251553 -2.111776 -1.958010 -0.629 -0.641 0.032 -0.23
C -1.537638 -2.439899 -3.307373 0.871 0.430 0.056 -0.10
H -6.894551 2.974823 1.588359 -0.026 0.067 -0.069 0.09
H -5.532515 3.891158 2.309078 0.087 0.070 -0.247 0.08
H -6.074540 2.413098 3.072460 -0.239 0.006 -0.024 0.08
H -4.303543 3.716135 0.390825 0.030 0.018 0.078 0.12
H -5.342835 2.640827 -0.548137 -0.189 -0.031 0.163 0.12
H -2.396062 2.346565 0.053189 -0.030 -0.301 0.420 0.12
H -3.319103 2.360690 -1.403686 0.165 0.195 0.053 0.12
H -3.517801 0.204776 0.437037 -0.011 -0.427 -0.179 0.11
H -1.352556 0.262423 -0.770028 0.187 -0.069 -0.345 0.12
H -2.403365 0.252155 -2.236431 0.613 0.215 0.022 0.13
H -3.279596 -2.060207 -1.509737 -0.201 0.522 -0.418 0.12
H -2.168864 -1.962392 -0.207882 -0.065 0.194 0.132 0.12
H -1.653643 -1.495359 -3.841601 -0.238 -0.240 -0.435 0.09
H -2.351659 -3.154175 -3.465720 -0.399 0.305 0.400 0.08
H -0.652819 -2.958482 -3.677781 0.126 0.266 -0.073 0.09
C 4.849473 -2.311780 2.000338 -0.190 1.181 1.229 -0.08
C 3.781219 -1.622923 1.138303 1.377 -1.136 -0.318 -0.43
C 3.723803 -0.116664 1.251604 0.330 1.027 0.962 -0.18
O 5.040072 0.449366 1.279600 0.643 -0.464 0.393 -0.20
C 5.195592 1.531680 2.171189 -1.308 -0.271 -0.578 -0.12
N 4.146316 -1.914526 -0.266088 -1.424 0.165 0.532 0.05
H 5.803839 -1.797694 1.892012 0.147 -0.407 -0.406 0.07
H 4.892626 -3.388155 1.843846 0.136 0.048 -0.390 0.06
H 4.612010 -2.185621 3.067487 -0.146 -0.043 -0.020 0.07
H 2.847738 -2.077741 1.501450 -0.403 0.380 -0.525 0.13
H 3.246048 0.191692 2.193071 -0.203 -0.296 0.022 0.11
H 3.175948 0.372879 0.442416 -0.129 -0.450 -0.228 0.12
H 6.237112 1.667877 2.448503 0.100 0.042 -0.274 0.08
H 4.599261 1.371594 3.079388 0.189 -0.076 0.170 0.07
H 4.746274 2.402516 1.679351 0.443 0.438 0.235 0.09
H 4.049777 -2.916256 -0.410846 0.035 0.001 -0.072 0.06
H 3.343841 -1.488641 -0.743689 0.587 -0.154 -0.838 0.03
```
Positions in Å, forces in eV/Å.

- LUMO level: 2.603 eV
- Relative energy (zero: lowest compared OMol25 entry of this formula, charge and spin): 0.00 kcal per mole
- HOMO level: -3.999 eV
- Net charge: -1
- Orbital gap: 6.6018 eV



[4]
Molecular formula: C5H11NO
Method: DFT, the ωB97M-V functional and the def2-TZVPD basis

The geometry in XYZ format:
```
18
Properties=species:S:1:pos:R:3:forces:R:3:lowdin_charge:R:1
C 1.412228 1.503254 1.587632 0.066 0.050 0.031 -0.06
C -1.319817 -0.183400 1.274344 -0.052 -0.027 -0.080 0.02
N -0.567615 -0.522510 0.275723 -0.011 0.092 -0.051 -0.16
C 0.348323 -1.601944 -0.083550 0.150 -0.305 0.137 -0.04
C 0.101491 -0.378777 -0.864050 -0.168 -0.019 -0.015 -0.20
C -0.286640 -0.038068 -2.251658 0.244 0.285 0.076 -0.23
O -1.067206 -1.032811 -2.908043 -0.316 -0.097 0.099 -0.07
H 1.421965 0.721928 2.352992 0.028 0.144 -0.112 0.02
H 0.693312 2.274848 1.875934 0.147 -0.084 -0.012 0.02
H 2.408863 1.939230 1.496037 -0.105 0.000 0.074 0.02
H -1.273946 -0.777952 2.177279 -0.036 0.034 -0.161 0.07
H -1.903275 0.727007 1.221429 0.019 -0.135 -0.076 0.07
H 1.245214 -1.688281 0.534627 -0.083 0.003 -0.120 0.10
H -0.150055 -2.547997 -0.313970 0.010 0.087 0.069 0.11
H 1.126023 1.076093 0.621742 0.136 0.142 0.209 -0.01
H -0.789137 0.940555 -2.259057 0.032 -0.173 -0.003 0.12
H 0.617580 0.054664 -2.858966 -0.132 0.012 0.073 0.12
H -1.867087 -1.169512 -2.384784 0.073 -0.011 -0.137 0.08
```
Positions in Å, forces in eV/Å.

- LUMO level (alpha / beta): 0.819 / 0.819 eV
- Relative energy (zero: lowest compared OMol25 entry of this formula, charge and spin): 113.01 kcal per mole
- HOMO level (alpha / beta): -7.376 / -7.376 eV
- Net charge: 0
- Orbital gap (alpha / beta): 8.1947 / 8.1953 eV